1.
Computed, not measured: C5H8O2 as an isolated structure, with the ωB97M-V functional and the def2-TZVPD basis.

```
15
Properties=species:S:1:pos:R:3:lowdin_charge:R:1
C -0.193 1.426 -1.493 -0.02
C -0.848 0.800 -0.293 -0.26
O -1.570 -0.414 -0.506 0.05
C -0.384 -0.466 0.258 -0.43
C -0.265 -1.069 1.642 -0.08
O 0.582 -2.017 1.110 -0.02
C 0.774 -1.369 -0.027 -0.08
H 0.540 2.174 -1.175 0.09
H 0.317 0.666 -2.091 0.09
H -0.941 1.919 -2.123 0.08
H -1.347 1.481 0.399 0.15
H 1.241 0.033 1.725 0.09
H -1.032 -1.424 2.321 0.11
H 1.405 -1.745 -0.819 0.13
H 1.721 0.006 1.072 0.10
```

The energy above the lowest of the compared OMol25 structures with the same formula, charge and spin is 667.55 kJ/mol. Its HOMO energy (spin up / spin down) is -7.875 / -8.043 eV. The frontier orbital gap (spin up / spin down) comes out at 7.998 / 8.324 eV.

***

2.
Computed, not measured: C36H66F4N8O11S4V as an isolated structure at a distorted geometry, with the ωB97M-V functional and the def2-TZVPD basis.

```
130
Properties=species:S:1:pos:R:3:lowdin_charge:R:1
V -2.853 -2.994 0.548 0.89
N 1.070 0.616 -3.490 -0.28
S 1.615 0.771 -5.028 0.51
O 0.514 0.585 -5.926 -0.29
O 2.905 0.251 -5.330 -0.29
F 2.013 2.324 -5.035 -0.19
S 2.207 0.181 -2.512 0.43
O 1.581 0.067 -1.215 -0.32
O 3.485 0.890 -2.545 -0.30
F 2.573 -1.272 -2.813 -0.15
N -1.367 -0.865 -0.305 -0.29
S -0.471 -1.049 0.948 0.56
O -0.551 0.091 1.746 -0.21
O 0.695 -1.819 0.786 -0.21
F -1.357 -2.372 1.803 -0.33
S -2.568 0.132 -0.239 0.59
O -3.173 0.127 -1.508 -0.21
O -2.519 1.219 0.635 -0.19
F -3.648 -0.964 0.597 -0.32
C 1.734 6.584 -6.322 -0.16
C 1.924 5.408 -5.360 -0.17
C 0.472 5.040 -5.084 -0.18
O -0.168 6.331 -4.990 -0.13
C 0.497 7.285 -5.726 -0.25
H 1.512 6.212 -7.321 0.11
H 2.581 7.259 -6.375 0.10
H 2.426 5.679 -4.417 0.12
H 2.518 4.598 -5.756 0.09
H 0.411 4.489 -4.162 0.11
H 0.080 4.462 -5.868 0.10
H 0.864 8.122 -5.081 0.13
H -0.168 7.676 -6.486 0.11
C -2.281 -6.627 2.911 -0.14
C -3.803 -6.630 2.715 -0.15
C -4.081 -5.236 2.252 -0.19
O -2.905 -4.791 1.563 -0.30
C -1.707 -5.509 2.023 -0.12
H -1.938 -7.664 2.792 0.12
H -2.063 -6.409 3.982 0.12
H -4.354 -6.927 3.584 0.12
H -4.049 -7.312 1.882 0.13
H -4.206 -4.590 3.143 0.14
H -4.964 -5.028 1.630 0.13
H -1.019 -4.848 2.583 0.12
H -1.138 -5.864 1.182 0.11
C 3.063 -3.467 3.808 -0.14
C 2.435 -4.861 4.264 -0.16
C 1.141 -4.403 4.947 -0.25
O 0.719 -3.177 4.308 -0.18
C 2.023 -2.455 4.255 -0.19
H 3.091 -3.510 2.699 0.11
H 4.089 -3.183 4.194 0.13
H 3.120 -5.539 4.856 0.12
H 2.183 -5.440 3.344 0.10
H 1.278 -4.275 6.051 0.11
H 0.406 -5.234 4.769 0.11
H 2.181 -2.098 5.264 0.09
H 1.905 -1.606 3.621 0.10
C -2.873 5.151 2.676 -0.12
C -2.289 4.481 1.488 -0.25
C -3.462 4.237 0.468 -0.17
C -4.573 3.620 1.124 -0.29
N -5.589 3.144 1.336 0.15
H -3.684 4.611 3.129 0.06
H -3.247 6.102 2.289 0.09
H -2.125 5.312 3.454 0.08
H -1.795 3.514 1.712 0.10
H -1.458 5.042 1.068 0.11
H -3.357 3.489 -0.298 0.10
H -3.740 5.194 0.021 0.13
C -2.075 1.804 6.523 -0.12
C -0.937 0.915 6.932 -0.26
C -1.196 -0.512 6.384 -0.18
C -0.186 -1.412 6.935 -0.22
N 0.644 -2.096 7.374 0.16
H -2.981 1.322 6.806 0.06
H -2.016 1.916 5.411 0.09
H -1.944 2.826 6.849 0.07
H -0.815 0.871 8.014 0.11
H -0.010 1.337 6.429 0.14
H -1.285 -0.698 5.332 0.11
H -2.135 -0.871 6.781 0.11
C 7.150 2.431 -2.993 -0.11
C 7.732 1.086 -3.360 -0.27
C 7.037 -0.182 -2.891 -0.21
C 6.593 -0.185 -1.546 -0.24
N 6.294 -0.010 -0.444 0.17
H 7.756 3.190 -3.561 0.09
H 7.142 2.596 -1.887 0.08
H 6.104 2.561 -3.290 0.07
H 8.781 1.057 -3.010 0.11
H 7.872 0.990 -4.456 0.11
H 7.687 -1.077 -3.080 0.14
H 6.140 -0.401 -3.468 0.12
C 3.112 1.878 2.054 -0.10
C 4.068 2.281 0.896 -0.24
C 3.395 3.237 -0.147 -0.18
C 3.047 4.586 0.305 -0.24
N 2.707 5.623 0.666 0.12
H 3.497 1.109 2.722 0.06
H 2.215 1.501 1.627 0.04
H 2.884 2.741 2.729 0.08
H 4.330 1.349 0.396 0.06
H 5.000 2.644 1.316 0.10
H 2.476 2.732 -0.583 0.12
H 4.172 3.255 -0.917 0.10
C -6.260 -0.650 -0.669 -0.07
C -6.226 -0.963 -2.217 -0.22
C -5.987 -2.421 -2.597 -0.14
C -5.158 -2.960 -1.543 -0.11
N -4.399 -3.373 -0.767 0.13
H -7.241 -1.059 -0.337 0.09
H -6.312 0.442 -0.529 0.09
H -5.443 -1.127 -0.170 0.01
H -5.484 -0.382 -2.758 0.10
H -7.166 -0.684 -2.635 0.10
H -5.514 -2.470 -3.613 0.15
H -6.914 -2.983 -2.653 0.13
C -1.384 -2.293 -4.475 -0.10
C -0.007 -2.915 -4.142 -0.22
C 0.287 -2.992 -2.628 -0.18
C -0.732 -3.554 -1.793 -0.10
N -1.434 -3.969 -0.920 0.14
H -1.451 -2.202 -5.579 0.08
H -1.466 -1.225 -4.116 0.09
H -2.231 -2.989 -4.201 0.08
H 0.886 -2.363 -4.565 0.12
H -0.003 -3.959 -4.522 0.12
H 0.428 -2.010 -2.243 0.08
H 1.187 -3.575 -2.432 0.14
```

The expectation value of S² is 3.7550. Its HOMO energy (spin up / spin down) is -8.849 / -8.849 eV. The frontier orbital gap (spin up / spin down) comes out at 8.195 / 8.110 eV. The spin multiplicity is 4.

***

3.
Computed, not measured: C31H37N2NdO as an isolated structure at a distorted geometry, with the ωB97M-V functional and the def2-TZVPD basis.

```
72
Properties=species:S:1:pos:R:3:lowdin_charge:R:1
C 2.563 -0.124 1.202 -0.21
C 2.539 -0.850 -0.028 -0.21
C 2.186 0.052 -1.070 -0.24
H 2.832 -1.888 -0.170 0.11
C 1.995 1.345 -0.498 -0.23
C 2.242 1.243 0.905 -0.21
H 1.783 2.254 -1.059 0.09
C -1.287 -2.399 1.620 -0.19
C -0.021 -2.797 1.092 -0.23
C -0.144 -2.868 -0.323 -0.17
H 0.854 -3.078 1.678 0.10
C -1.495 -2.564 -0.694 -0.25
C -2.186 -2.230 0.532 -0.12
H 2.196 -0.154 -2.139 0.09
H 2.266 2.079 1.610 0.11
H 2.904 -0.505 2.169 0.11
H -3.222 -1.894 0.626 0.11
H 0.653 -3.155 -1.010 0.10
H -1.539 -2.331 2.683 0.10
Nd -0.031 -0.121 0.383 1.81
C -1.861 -2.060 -2.106 -0.47
C -3.361 -1.947 -2.390 -0.02
C -1.078 -2.794 -3.198 -0.03
H -3.885 -2.893 -2.183 0.10
H -3.481 -1.682 -3.451 0.09
H -3.834 -1.144 -1.807 0.09
H -1.269 -3.878 -3.143 0.10
H 0.006 -2.618 -3.119 0.08
H -1.373 -2.452 -4.201 0.08
C -1.309 -0.611 -1.901 -0.18
C -1.722 0.713 -2.543 -0.38
H -0.184 -0.648 -1.989 0.10
H -1.764 -0.394 -0.878 0.06
O -2.198 1.569 -1.731 0.05
N -1.249 0.957 -3.854 0.05
C -0.097 1.918 -3.812 -0.14
H -1.969 1.386 -4.446 0.14
C 1.207 1.387 -4.322 -0.24
C 2.353 2.176 -4.141 -0.06
H 2.237 3.163 -3.680 0.12
C 3.607 1.680 -4.501 -0.08
H 4.491 2.293 -4.309 0.11
C 3.705 0.425 -5.118 -0.09
H 4.690 0.076 -5.431 0.10
C 2.553 -0.338 -5.338 -0.08
H 2.625 -1.300 -5.844 0.10
C 1.298 0.136 -4.928 -0.05
H 0.385 -0.449 -5.058 0.10
H 0.080 2.252 -2.768 0.12
H -0.376 2.821 -4.386 0.14
C 1.499 1.128 6.129 -0.10
N 0.658 0.229 5.393 -0.31
C 0.097 -0.897 6.081 -0.09
C 0.496 0.392 3.969 -0.17
C -0.780 1.139 3.544 -0.25
C -1.586 1.786 4.503 -0.05
C -2.749 2.472 4.116 -0.10
C -3.118 2.503 2.771 -0.10
C -2.306 1.842 1.816 -0.16
C -1.154 1.186 2.210 -0.26
H 1.922 0.608 7.002 0.08
H 0.928 2.005 6.490 0.08
H 2.309 1.504 5.485 0.08
H -0.941 -0.693 6.407 0.08
H 0.076 -1.786 5.428 0.08
H 0.703 -1.107 6.978 0.08
H 1.383 0.950 3.608 0.10
H 0.533 -0.614 3.489 0.10
H -1.302 1.744 5.555 0.10
H -3.353 2.975 4.867 0.09
H -4.026 3.032 2.465 0.09
H -2.605 1.847 0.764 0.06
```

The expectation value of S² is 3.7558. The energy above the lowest of the compared OMol25 structures with the same formula, charge and spin is 0.00 kJ/mol. Its HOMO energy (spin up / spin down) is -7.429 / -7.424 eV. The frontier orbital gap (spin up / spin down) comes out at 7.363 / 7.361 eV. The spin multiplicity is 4.

***

4.
Computed, not measured: C35H44BaCl5N3PSSe2Te2 as an isolated structure, with the ωB97M-V functional and the def2-TZVPD basis.

```
94
Properties=species:S:1:pos:R:3:lowdin_charge:R:1
Ba 0.804 0.955 -0.719 1.28
C -3.960 -0.927 4.538 -0.03
C -4.209 -1.067 3.029 -0.54
C -5.570 -1.736 2.791 -0.05
C -4.252 0.333 2.418 -0.04
C -3.099 -1.922 2.419 -0.16
C -2.959 -3.263 2.822 -0.04
C -1.967 -4.076 2.315 -0.08
C -1.087 -3.542 1.381 -0.48
S 0.252 -4.280 0.571 1.08
C 0.563 -2.770 -0.274 -0.53
N -0.248 -1.802 0.032 0.05
C -1.193 -2.212 0.967 -0.31
C -2.208 -1.411 1.493 0.01
C 1.675 -2.662 -1.231 -0.32
C 2.310 -3.823 -1.695 -0.10
C 3.355 -3.717 -2.596 -0.12
C 3.740 -2.456 -3.043 -0.10
C 3.077 -1.321 -2.585 -0.18
C 2.030 -1.363 -1.645 -0.26
H -4.730 -0.298 4.992 0.09
H -2.988 -0.467 4.725 0.06
H -3.975 -1.898 5.038 0.08
H -6.368 -1.120 3.214 0.08
H -5.628 -2.723 3.253 0.07
H -5.757 -1.852 1.721 0.09
H -5.052 0.912 2.884 0.09
H -4.442 0.297 1.342 0.09
H -3.317 0.870 2.581 0.06
H -3.643 -3.675 3.554 0.10
H -1.877 -5.105 2.641 0.10
H -2.246 -0.377 1.187 0.07
H 1.991 -4.808 -1.365 0.07
H 3.855 -4.608 -2.958 0.09
H 4.553 -2.359 -3.756 0.10
H 3.425 -0.363 -2.972 0.01
Se 5.175 2.125 -3.212 -0.33
Te 2.788 2.838 -3.372 -0.02
Te 2.378 5.009 -1.761 0.05
Se 1.699 4.178 0.507 -0.31
C 4.850 1.739 2.592 -0.06
C 3.359 1.528 2.242 -0.17
N 3.242 0.735 1.020 -0.21
C 3.858 -0.573 1.217 -0.13
C 5.375 -0.395 1.476 -0.05
N 5.662 1.077 1.519 -0.09
C 5.356 1.704 0.176 -0.10
C 3.880 1.407 -0.117 -0.33
H 5.138 1.292 3.543 0.13
H 5.119 2.795 2.591 0.13
H 2.884 2.494 2.066 0.01
H 2.838 1.012 3.045 0.08
H 3.693 -1.177 0.325 0.11
H 3.372 -1.065 2.060 0.12
H 5.980 -0.814 0.674 0.13
H 5.698 -0.818 2.428 0.13
H 6.648 1.214 1.716 0.18
H 6.014 1.270 -0.573 0.07
H 5.558 2.771 0.259 0.13
H 3.813 0.764 -0.997 0.04
H 3.359 2.344 -0.318 -0.05
C -1.524 -0.623 -6.006 -0.15
C -0.618 -0.534 -4.782 -0.41
P -1.273 0.349 -3.306 0.88
C -2.040 1.870 -4.020 -0.43
C -1.027 2.800 -4.686 -0.16
C -2.816 -0.577 -2.898 -0.42
C -3.512 0.017 -1.672 -0.17
H -1.048 -1.206 -6.796 0.07
H -1.744 0.365 -6.413 0.06
H -2.474 -1.104 -5.767 0.06
H 0.329 -0.048 -5.032 0.07
H -0.343 -1.531 -4.426 0.07
H -2.517 2.389 -3.184 0.05
H -2.837 1.592 -4.716 0.07
H -0.216 3.056 -4.002 0.01
H -1.499 3.733 -4.998 0.07
H -0.575 2.342 -5.568 0.06
H -2.525 -1.613 -2.699 0.08
H -3.498 -0.586 -3.753 0.07
H -2.824 0.084 -0.830 0.03
H -4.358 -0.599 -1.362 0.07
H -3.881 1.025 -1.868 0.06
Cl -1.719 3.136 -0.206 0.55
C -1.472 2.598 1.470 -0.74
C -0.659 1.507 1.689 -0.35
C -0.520 1.150 3.014 -0.70
Cl 0.438 -0.291 3.394 0.65
C -1.103 1.834 4.078 -0.72
Cl -0.849 1.358 5.722 0.64
C -1.916 2.932 3.792 -0.72
Cl -2.695 3.786 5.077 0.65
C -2.118 3.323 2.468 -0.72
Cl -3.157 4.652 2.115 0.66
```

The energy above the lowest of the compared OMol25 structures with the same formula, charge and spin is 37.05 kJ/mol. Its HOMO energy is -3.686 eV. As for the total charge: -1. The frontier orbital gap comes out at 5.038 eV.

***

5.
Computed, not measured: C5H10N2O as an isolated structure at a distorted geometry, with the ωB97M-V functional and the def2-TZVPD basis.

```
18
Properties=species:S:1:pos:R:3:lowdin_charge:R:1
C 0.756 2.227 1.034 -0.07
C 0.479 1.174 0.039 -0.21
C -0.915 -1.420 -1.491 -0.18
C 0.753 0.849 -1.168 0.01
N -0.242 -2.462 -1.274 0.04
H -0.410 -3.227 -1.930 0.05
H -1.699 -1.304 -2.250 0.09
H 1.340 3.034 0.587 0.08
H 1.304 1.809 1.879 0.09
H -0.183 2.619 1.424 0.08
H 1.302 1.348 -1.951 0.07
H 0.136 -0.108 -1.534 0.03
N 0.140 -1.053 1.472 0.15
C -0.658 -0.082 0.936 -0.54
O -1.596 0.412 1.531 0.03
H 0.746 -1.565 0.851 0.08
H -0.245 -1.584 2.242 0.11
H -1.009 -0.667 -0.396 0.09
```

The energy above the lowest of the compared OMol25 structures with the same formula, charge and spin is 475.33 kJ/mol. Its HOMO energy is -8.802 eV. The frontier orbital gap comes out at 9.308 eV.

***

6.
Computed, not measured: a 2-piece molecular cluster, C3H9N3O2 overall at a distorted geometry, with the ωB97M-V functional and the def2-TZVPD basis.

```
17
Properties=species:S:1:pos:R:3:lowdin_charge:R:1
C 1.080 -1.839 -0.091 -0.03
C 1.665 0.735 -0.712 -0.02
C 0.922 -0.325 0.237 -0.41
N 0.446 0.214 1.239 0.07
N -2.655 0.280 -0.302 -0.24
N -1.868 0.574 0.644 -0.03
O -2.908 0.925 -1.324 0.04
O -1.381 1.896 0.683 -0.02
H 2.125 -2.052 -0.335 0.08
H 0.720 -2.441 0.740 0.07
H 0.469 -2.133 -0.944 0.07
H 2.704 0.737 -0.679 0.04
H 1.269 1.758 -0.300 0.10
H 1.309 0.508 -1.700 0.06
H -0.450 1.822 0.939 0.04
H -0.141 -0.239 1.909 0.07
H -3.307 -0.419 -0.005 0.14
```

The expectation value of S² is 2.0067. The energy above the lowest of the compared OMol25 structures with the same formula, charge and spin is 185.71 kJ/mol. Its HOMO energy (spin up / spin down) is -6.843 / -9.671 eV. The frontier orbital gap (spin up / spin down) comes out at 7.704 / 8.037 eV. The spin multiplicity is 3.

***

Repeat the third record exactly.
Computed, not measured: C31H37N2NdO as an isolated structure at a distorted geometry, with the ωB97M-V functional and the def2-TZVPD basis.

```
72
Properties=species:S:1:pos:R:3:lowdin_charge:R:1
C 2.563 -0.124 1.202 -0.21
C 2.539 -0.850 -0.028 -0.21
C 2.186 0.052 -1.070 -0.24
H 2.832 -1.888 -0.170 0.11
C 1.995 1.345 -0.498 -0.23
C 2.242 1.243 0.905 -0.21
H 1.783 2.254 -1.059 0.09
C -1.287 -2.399 1.620 -0.19
C -0.021 -2.797 1.092 -0.23
C -0.144 -2.868 -0.323 -0.17
H 0.854 -3.078 1.678 0.10
C -1.495 -2.564 -0.694 -0.25
C -2.186 -2.230 0.532 -0.12
H 2.196 -0.154 -2.139 0.09
H 2.266 2.079 1.610 0.11
H 2.904 -0.505 2.169 0.11
H -3.222 -1.894 0.626 0.11
H 0.653 -3.155 -1.010 0.10
H -1.539 -2.331 2.683 0.10
Nd -0.031 -0.121 0.383 1.81
C -1.861 -2.060 -2.106 -0.47
C -3.361 -1.947 -2.390 -0.02
C -1.078 -2.794 -3.198 -0.03
H -3.885 -2.893 -2.183 0.10
H -3.481 -1.682 -3.451 0.09
H -3.834 -1.144 -1.807 0.09
H -1.269 -3.878 -3.143 0.10
H 0.006 -2.618 -3.119 0.08
H -1.373 -2.452 -4.201 0.08
C -1.309 -0.611 -1.901 -0.18
C -1.722 0.713 -2.543 -0.38
H -0.184 -0.648 -1.989 0.10
H -1.764 -0.394 -0.878 0.06
O -2.198 1.569 -1.731 0.05
N -1.249 0.957 -3.854 0.05
C -0.097 1.918 -3.812 -0.14
H -1.969 1.386 -4.446 0.14
C 1.207 1.387 -4.322 -0.24
C 2.353 2.176 -4.141 -0.06
H 2.237 3.163 -3.680 0.12
C 3.607 1.680 -4.501 -0.08
H 4.491 2.293 -4.309 0.11
C 3.705 0.425 -5.118 -0.09
H 4.690 0.076 -5.431 0.10
C 2.553 -0.338 -5.338 -0.08
H 2.625 -1.300 -5.844 0.10
C 1.298 0.136 -4.928 -0.05
H 0.385 -0.449 -5.058 0.10
H 0.080 2.252 -2.768 0.12
H -0.376 2.821 -4.386 0.14
C 1.499 1.128 6.129 -0.10
N 0.658 0.229 5.393 -0.31
C 0.097 -0.897 6.081 -0.09
C 0.496 0.392 3.969 -0.17
C -0.780 1.139 3.544 -0.25
C -1.586 1.786 4.503 -0.05
C -2.749 2.472 4.116 -0.10
C -3.118 2.503 2.771 -0.10
C -2.306 1.842 1.816 -0.16
C -1.154 1.186 2.210 -0.26
H 1.922 0.608 7.002 0.08
H 0.928 2.005 6.490 0.08
H 2.309 1.504 5.485 0.08
H -0.941 -0.693 6.407 0.08
H 0.076 -1.786 5.428 0.08
H 0.703 -1.107 6.978 0.08
H 1.383 0.950 3.608 0.10
H 0.533 -0.614 3.489 0.10
H -1.302 1.744 5.555 0.10
H -3.353 2.975 4.867 0.09
H -4.026 3.032 2.465 0.09
H -2.605 1.847 0.764 0.06
```

The expectation value of S² is 3.7558. The energy above the lowest of the compared OMol25 structures with the same formula, charge and spin is 0.00 kJ/mol. Its HOMO energy (spin up / spin down) is -7.429 / -7.424 eV. The frontier orbital gap (spin up / spin down) comes out at 7.363 / 7.361 eV. The spin multiplicity is 4.